Record 1
108
Properties=species:S:1:pos:R:3:lowdin_charge:R:1 method="wB97M-V/def2-TZVPD" homo_energy_ev=-6.1 relative_energy_kj_mol=151.9 max_force_ev_per_a=4.0 homo_lumo_gap_ev=5.57 multiplicity=1
Pb -12.212 5.042 19.538 0.7856
C -11.084 1.989 19.466 -0.1394
N -10.723 2.947 20.500 -0.3210
C -11.107 2.571 21.803 -0.1356
C -9.338 3.286 20.438 -0.2492
C -8.390 2.539 21.116 -0.0485
C -7.050 2.880 21.078 -0.1017
C -6.706 4.013 20.356 -0.1380
C -7.627 4.730 19.700 -0.0503
C -9.012 4.333 19.567 -0.2115
N -10.012 4.949 18.772 -0.0860
C -9.594 5.892 17.828 -0.3127
C -8.530 5.687 17.010 -0.0623
C -8.125 6.645 16.033 -0.0779
C -8.901 7.767 15.867 -0.0964
C -10.041 7.940 16.656 -0.0748
C -10.283 7.107 17.711 -0.2176
N -11.259 7.333 18.818 -0.3105
C -12.316 8.332 18.587 -0.1546
C -10.623 7.771 20.091 -0.1059
H -10.398 1.152 19.617 0.1035
H -10.921 2.535 18.514 0.0154
H -12.146 1.639 19.561 0.0376
H -10.761 1.607 22.217 0.0879
H -12.149 2.545 21.876 0.0442
H -10.711 3.331 22.560 0.1308
H -8.767 1.633 21.592 0.1086
H -6.302 2.300 21.671 0.1104
H -5.732 4.387 20.244 0.0895
H -7.289 5.684 19.209 0.1277
H -7.938 4.761 17.079 0.1131
H -7.297 6.455 15.380 0.0993
H -8.608 8.437 15.112 0.0893
H -10.770 8.752 16.429 0.1117
H -11.899 9.287 18.689 0.0714
H -13.158 8.246 19.221 0.0708
H -12.624 8.214 17.522 -0.0702
H -10.133 8.718 19.954 0.0828
H -9.874 6.992 20.371 0.0867
H -11.417 7.925 20.854 0.0882
N -11.781 -0.039 15.601 -0.3068
P -12.980 -0.693 16.523 0.8511
C -12.546 -2.370 16.816 -0.2913
C -12.897 -2.959 18.075 -0.0577
C -12.326 -4.161 18.500 -0.0871
C -11.535 -4.891 17.674 -0.0657
C -11.227 -4.357 16.386 -0.0548
C -11.669 -3.101 15.966 -0.0619
C -14.315 -0.780 15.367 -0.3295
C -14.622 0.438 14.819 -0.0661
C -15.662 0.508 13.817 -0.0137
C -16.245 -0.668 13.417 -0.0925
C -15.954 -1.841 14.043 -0.0855
C -15.050 -1.932 15.101 -0.0518
P -10.934 1.434 16.036 1.0327
C -9.280 0.731 16.387 -0.3617
C -8.792 -0.529 16.061 -0.0883
C -7.521 -0.876 16.518 -0.0817
C -6.816 0.009 17.328 -0.0881
C -7.232 1.324 17.486 -0.0541
C -8.471 1.668 16.984 -0.1219
C -10.643 2.392 14.486 -0.3401
C -10.319 3.749 14.836 -0.1296
C -10.043 4.616 13.827 -0.0733
C -10.459 4.266 12.505 -0.0603
C -10.815 2.970 12.140 -0.0844
C -10.758 2.025 13.170 -0.1180
H -11.669 -0.485 14.691 0.0776
H -13.548 -2.403 18.759 0.0762
H -12.720 -4.679 19.375 0.1150
H -11.275 -5.957 17.836 0.1226
H -10.576 -4.920 15.772 0.0905
H -11.245 -2.744 15.036 0.0987
H -14.102 1.290 15.104 0.0684
H -16.050 1.395 13.426 0.0968
H -16.960 -0.657 12.605 0.1142
H -16.537 -2.767 13.807 0.1249
H -14.800 -2.812 15.732 0.1166
H -9.398 -1.207 15.513 0.0640
H -6.969 -1.825 16.231 0.1229
H -5.940 -0.268 17.832 0.0852
H -6.676 2.053 18.050 0.0992
H -8.904 2.673 17.133 0.0820
H -10.346 4.040 15.860 0.0515
H -9.754 5.594 14.095 0.0762
H -10.400 4.997 11.692 0.1069
H -10.860 2.715 11.073 0.1088
H -10.764 0.938 12.871 0.1121
Te -13.793 9.074 13.872 -0.1057
Te -15.013 8.273 16.059 -0.0076
Te -13.052 6.582 15.328 0.0218
Te -13.537 4.117 17.264 0.0310
C -15.918 -1.483 19.289 -0.1731
Si -15.074 0.280 18.921 0.5345
C -16.100 1.378 17.860 -0.2076
C -14.659 1.085 20.506 -0.1805
C -13.224 0.158 18.052 -0.3257
H -17.015 -1.276 19.270 0.0338
H -15.653 -1.873 20.242 0.0005
H -15.808 -2.275 18.519 0.0166
H -16.114 1.147 16.795 0.0111
H -15.578 2.380 17.990 -0.0656
H -17.153 1.515 18.261 0.0657
H -15.607 1.461 20.971 0.0682
H -13.871 1.844 20.390 0.0119
H -14.306 0.309 21.183 0.0391
H -12.423 -0.279 18.672 0.0650
H -13.099 1.237 17.950 -0.0523

***

Record 2
108
Properties=species:S:1:pos:R:3:lowdin_charge:R:1 method="wB97M-V/def2-TZVPD" homo_energy_ev=-7.9 smiles="CCCCCCCCP(CCN)CCCC.O=C1C=CC(=O)C=C1.O=C1C=CC(=O)C=C1.O=C1C=CC(=O)C=C1.O=C1C=CC(=O)C=C1.O=C1C=CC(=O)C=C1" max_force_ev_per_a=1.1 homo_lumo_gap_ev=6.09 multiplicity=1
C -0.554 2.601 0.443 -0.0834
C 0.683 1.856 -0.126 -0.2209
C 0.579 0.324 0.059 -0.2073
C 1.834 -0.348 0.656 -0.1880
C 1.471 -1.636 1.430 -0.2109
C 1.052 -2.813 0.541 -0.1917
C -0.420 -2.803 0.080 -0.2514
C -1.374 -3.010 1.257 -0.3602
P -3.184 -3.027 0.822 0.9649
C -3.899 -2.111 2.272 -0.3631
C -3.373 -0.661 2.450 -0.3281
N -4.304 0.328 1.865 -0.0064
C -3.457 -1.813 -0.557 -0.3703
C -2.833 -2.225 -1.909 -0.2686
C -2.003 -1.062 -2.513 -0.2497
C -0.850 -1.528 -3.428 -0.0876
H -1.287 2.773 -0.340 0.0585
H -1.041 2.030 1.234 0.0626
H -0.236 3.552 0.873 0.0500
H 1.601 2.243 0.316 0.0901
H 0.712 2.050 -1.200 0.0819
H -0.292 0.060 0.662 0.0885
H 0.407 -0.129 -0.922 0.0794
H 2.299 0.336 1.370 0.1035
H 2.548 -0.615 -0.124 0.1089
H 2.350 -1.950 2.003 0.1057
H 0.706 -1.375 2.162 0.0975
H 1.720 -2.868 -0.322 0.1104
H 1.194 -3.745 1.099 0.1044
H -0.542 -3.648 -0.606 0.0996
H -0.651 -1.905 -0.485 0.0624
H -1.171 -3.995 1.678 0.0503
H -1.211 -2.285 2.058 0.0582
H -4.978 -2.051 2.146 0.0666
H -3.634 -2.686 3.160 0.0635
H -2.395 -0.551 1.971 0.0687
H -3.242 -0.455 3.514 0.1017
H -4.465 1.090 2.511 0.0582
H -3.892 0.756 1.045 0.0450
H -3.149 -0.809 -0.257 0.0520
H -4.542 -1.776 -0.668 0.0764
H -3.629 -2.486 -2.607 0.1044
H -2.204 -3.111 -1.822 0.0510
H -1.575 -0.486 -1.691 0.0629
H -2.697 -0.402 -3.033 0.1078
H -1.024 -1.213 -4.459 0.0675
H 0.082 -1.045 -3.130 0.0543
H -0.728 -2.609 -3.428 0.0569
C -1.809 6.459 0.616 0.0184
C -1.200 7.612 0.875 0.0079
C -0.670 8.463 -0.219 -0.3853
O -0.094 9.505 0.019 0.1007
C -0.843 7.981 -1.610 0.0208
C -1.454 6.828 -1.869 0.0163
C -1.984 5.979 -0.775 -0.3836
O -2.501 4.907 -1.010 0.0923
H -2.186 5.814 1.399 0.1250
H -1.045 7.973 1.882 0.1130
H -0.433 8.609 -2.391 0.1219
H -1.571 6.445 -2.874 0.1189
C -0.480 -7.689 3.450 0.0270
C 0.624 -8.192 3.996 0.0209
C 1.461 -7.388 4.920 -0.3887
O 2.468 -7.844 5.417 0.1053
C 1.022 -6.000 5.211 0.0197
C -0.082 -5.496 4.664 0.0196
C -0.920 -6.303 3.743 -0.3858
O -1.923 -5.844 3.240 0.0912
H -1.103 -8.254 2.768 0.1244
H 0.964 -9.200 3.796 0.1219
H 1.648 -5.431 5.886 0.1212
H -0.420 -4.486 4.861 0.1206
C 3.299 5.117 -3.230 0.0192
C 4.451 4.453 -3.285 0.0219
C 4.486 2.993 -3.550 -0.3859
O 5.534 2.388 -3.597 0.1120
C 3.188 2.302 -3.753 0.0247
C 2.036 2.966 -3.698 0.0105
C 2.002 4.425 -3.433 -0.3845
O 0.951 5.027 -3.375 0.0997
H 3.249 6.181 -3.037 0.1219
H 5.409 4.937 -3.141 0.1236
H 3.237 1.237 -3.945 0.1231
H 1.078 2.482 -3.841 0.1208
C 3.758 5.681 1.369 0.0245
C 2.449 5.675 1.609 0.0260
C 1.873 6.427 2.751 -0.3740
O 0.678 6.420 2.960 0.0926
C 2.807 7.188 3.614 0.0252
C 4.116 7.194 3.375 0.0245
C 4.694 6.442 2.234 -0.3848
O 5.886 6.450 2.013 0.1111
H 4.200 5.140 0.543 0.1178
H 1.746 5.129 0.991 0.1088
H 2.364 7.732 4.439 0.1232
H 4.817 7.743 3.992 0.1232
C -1.729 -5.686 -3.729 0.0122
C -1.912 -6.228 -2.527 0.0200
C -1.044 -7.330 -2.041 -0.3860
O -1.203 -7.823 -0.945 0.1027
C 0.030 -7.807 -2.947 0.0195
C 0.210 -7.267 -4.150 0.0199
C -0.654 -6.162 -4.634 -0.3886
O -0.484 -5.664 -5.726 0.1054
H -2.344 -4.876 -4.102 0.1184
H -2.688 -5.889 -1.850 0.1193
H 0.650 -8.611 -2.573 0.1210
H 0.987 -7.599 -4.826 0.1216